*A*
Computed, not measured: a single C3H3N3O molecule, with wB97M-V/def2-TZVPD.

Output
Gap between HOMO and LUMO (hartree): 0.33917
LUMO energy (eV): -0.69

Last column: natural (NBO) charge in e.
Geometry (Å):
C 0.038 0.144 -0.230  -0.11
H -1.238 -0.026 1.707  0.23
N 0.946 -0.800 -0.735  -0.17
N 0.085 -1.519 1.210  -0.28
O -1.019 2.180 -0.293  -0.64
H 0.328 1.450 -1.858  0.21
C -0.522 -0.398 0.998  0.00
N 1.017 -1.711 0.109  -0.03
H -1.031 3.111 -0.695  0.51
C -0.223 1.293 -0.916  0.29

---

*B*
Computed, not measured: a single C3H3N3O molecule, with wB97M-V/def2-TZVPD.

Output
Gap between HOMO and LUMO (hartree): 0.31787
LUMO energy (eV): -0.33

Last column: natural (NBO) charge in e.
Geometry (Å):
N 1.136 1.183 0.109  -0.20
C -0.575 0.736 1.606  0.53
N 0.199 0.450 0.394  -0.20
C 0.571 -0.645 -1.709  0.09
H -1.205 -1.063 -0.365  0.22
N 0.915 -1.555 -0.905  -0.27
C -0.209 -0.656 -0.510  -0.07
H 0.840 -0.195 -2.649  0.23
H -0.057 1.540 2.152  0.15
O -1.614 0.205 1.877  -0.49

---

*C*
Computed, not measured: a 2-piece molecular cluster, C3H3N3O overall, with wB97M-V/def2-TZVPD.

Output
Gap between HOMO and LUMO (spin up / spin down) (hartree): 0.26653 / 0.25238
LUMO energy (spin up / spin down) (eV): -1.98 / -2.16

Last column: natural (NBO) charge in e.
Geometry (Å):
C -1.087 -0.989 -0.021  0.03
N 0.160 -1.283 0.081  -0.24
C 0.094 0.978 0.012  0.09
N 0.908 -0.174 0.084  -0.32
C -1.232 0.417 -0.080  -0.12
O -3.764 -0.453 0.257  -0.37
H 1.950 -0.358 -0.080  0.45
H -2.064 -1.463 -0.057  0.29
H 0.331 1.995 0.016  0.24
N -2.338 1.042 -0.110  -0.03

---

*D*
Computed, not measured: a 2-piece molecular cluster, C3H3N3O overall, with wB97M-V/def2-TZVPD.

Output
Gap between HOMO and LUMO (hartree): 0.32188
LUMO energy (eV): 0.62

Last column: natural (NBO) charge in e.
Geometry (Å):
C -0.273 0.651 0.095  -0.36
N 1.267 1.657 -1.489  -0.19
C -1.200 -0.142 -0.389  0.42
O 1.082 -1.803 2.171  -0.47
N 1.039 0.822 -0.646  -0.25
H -2.606 -0.598 -1.572  0.39
C 1.495 -1.209 1.299  0.49
H 1.732 0.129 -0.311  0.35
H -0.461 1.299 0.944  0.25
N -2.012 -0.953 -0.822  -0.61

---

Verdict on stability: *A* comes out on top.

---

*A*
Computed, not measured: a 2-piece molecular cluster, C7H16N2O2 overall, with wB97M-V/def2-TZVPD.

Output
Gap between HOMO and LUMO (spin up / spin down) (hartree): 0.31127 / 0.31123
LUMO energy (spin up / spin down) (eV): 0.13 / 0.13

Last column: natural (NBO) charge in e.
Geometry (Å):
H 2.210 -0.524 2.087  0.21
O -2.235 2.790 0.087  -0.41
C -3.447 -0.988 0.955  -0.69
H -2.705 -2.533 -1.143  0.22
N -2.015 1.591 0.223  0.21
H 1.466 2.642 -0.301  0.23
C -2.546 -0.669 -0.134  0.32
O 0.486 -0.216 -0.261  -0.77
H 3.793 -0.111 -0.843  0.22
H -3.358 -2.098 1.057  0.22
H 2.273 -0.726 -1.794  0.22
C 2.742 -0.542 -0.708  -0.63
C 2.181 0.426 1.555  -0.63
H -4.532 -0.815 1.106  0.26
H 3.289 0.760 1.570  0.20
H 2.782 -1.568 -0.268  0.22
H 1.575 1.088 2.193  0.22
H -3.011 -0.565 1.881  0.24
H 3.070 2.035 -0.307  0.22
H -1.119 -1.999 -0.685  0.26
C 1.814 0.378 -0.018  0.23
H 1.887 1.831 -1.792  0.22
C -2.044 -1.658 -1.100  -0.66
H -0.232 0.427 -0.377  0.48
H -1.912 -1.305 -2.037  0.24
C 2.034 1.767 -0.619  -0.65
N -2.445 0.582 -0.326  -0.20

---

*B*
Computed, not measured: a single C7H16N2O2 molecule, with wB97M-V/def2-TZVPD.

Output
Gap between HOMO and LUMO (hartree): 0.36132
LUMO energy (eV): 0.79

Last column: natural (NBO) charge in e.
Geometry (Å):
H -1.635 1.911 2.246  0.18
N 0.700 -0.164 0.305  -0.28
H -0.535 1.606 -1.412  0.20
C -0.717 -0.500 0.684  0.26
H -1.474 -0.080 0.038  0.19
H -0.084 1.838 1.365  0.18
C 1.135 1.883 -2.894  -0.61
H -2.846 -2.229 0.728  0.21
H -1.917 -2.729 2.310  0.22
H 0.237 -2.371 1.158  0.23
H -1.820 -3.810 0.942  0.21
O 2.857 -0.046 0.832  -0.42
C -1.948 -2.744 1.165  -0.62
H 0.534 -0.716 -1.590  0.20
N 1.681 -0.086 1.262  0.24
H 0.667 1.194 -3.616  0.20
H 0.993 2.897 -3.250  0.22
C -0.667 -2.042 0.617  -0.41
H 2.197 1.789 -3.003  0.21
C 0.576 1.524 -1.489  -0.41
C 1.055 0.078 -1.106  -0.26
C -0.605 1.418 2.166  -0.27
H 2.078 -0.176 -1.470  0.25
O -0.808 -0.044 2.098  -0.54
H -0.644 -2.345 -0.413  0.20
H 0.958 2.309 -0.796  0.21
H 0.029 1.636 3.124  0.21

---

Verdict on stability: *B* comes out on top.

---

*A*
Computed, not measured: a 2-piece molecular cluster, C4H7F3N2O2 overall, with wB97M-V/def2-TZVPD.

Output
Gap between HOMO and LUMO (hartree): 0.33737
LUMO energy (eV): 0.12

Last column: natural (NBO) charge in e.
Geometry (Å):
N -1.246 -1.320 -0.721  0.48
C 0.865 0.199 -0.712  -0.02
O -1.860 -0.444 -1.221  -0.43
H -0.333 1.677 -1.327  0.40
H -1.428 -0.761 2.433  0.23
H -2.123 0.295 1.036  0.24
C 1.711 0.964 0.318  0.95
F 1.744 0.272 1.502  -0.33
O -0.931 -2.333 -1.267  -0.44
H 1.400 -0.656 -1.082  0.23
N 0.143 0.874 -1.631  -0.74
H -0.287 0.330 -2.358  0.42
C -1.219 -0.195 1.481  -0.68
H -0.524 0.654 1.953  0.23
F 1.337 2.252 0.484  -0.32
F 3.028 1.047 0.021  -0.32
C -0.501 -1.006 0.408  -0.14
H 0.224 -1.848 0.681  0.24

---

*B*
Computed, not measured: a 2-piece molecular cluster, C4H7F3N2O2 overall, with wB97M-V/def2-TZVPD.

Output
Gap between HOMO and LUMO (hartree): 0.33497
LUMO energy (eV): 0.59

Last column: natural (NBO) charge in e.
Geometry (Å):
H -2.577 -0.094 1.301  0.42
N 2.065 0.503 -0.841  -0.64
F 0.561 -1.679 2.795  -0.35
F -1.499 -1.107 2.580  -0.34
C -1.196 -0.563 -0.168  0.55
C -0.377 -1.399 0.497  -0.10
H -0.240 -0.508 -1.996  0.54
O 0.745 -1.940 -0.179  -0.69
H 2.031 -0.141 1.244  0.15
H 0.941 1.177 0.626  0.16
H 2.841 -0.207 -1.088  0.34
N -2.128 0.227 0.444  -0.82
O -1.073 -0.252 -1.472  -0.68
H 1.114 -2.672 0.310  0.49
H -2.668 0.872 -0.126  0.41
C -0.524 -1.803 1.854  0.96
C 1.614 0.459 0.346  -0.03
F -1.034 -3.157 1.925  -0.36

---

Verdict on stability: *B* comes out on top.